one) 20
Properties=species:S:1:pos:R:3 method="wB97M-V/def2-TZVPD" gap_ev="6.390 / 7.466" charge=0 multiplicity=3 homo_ev="-5.61 / -9.89" lumo_energy_ev="0.78 / -2.42"
C 1.04123 -0.69682 -1.35092
C -0.34575 -0.67698 -0.73765
C -0.40907 0.50874 0.32931
C -0.75773 1.86134 -0.23933
C -0.87388 0.24740 1.79429
N -0.67179 -2.03088 -0.27575
O 2.54184 1.32702 -0.13462
O 2.36023 -0.79585 0.98035
S 1.79403 0.17119 0.13490
H 1.49078 -1.64972 -1.46175
H 1.18098 -0.13201 -2.37512
H -1.21744 -0.49935 -1.36432
H -0.24883 2.08960 -1.26900
H -0.43556 2.71457 0.35019
H -1.88987 1.78879 -0.25604
H -1.75304 0.84597 1.79953
H -0.17819 0.60388 2.48788
H -1.25291 -0.78549 2.05239
H -0.14802 -2.29338 0.57722
H -0.22702 -2.59801 -1.04156

***

two) 20
Properties=species:S:1:pos:R:3 method="wB97M-V/def2-TZVPD" gap_ev="6.893 / 7.103" charge=0 multiplicity=3 homo_ev="-6.23 / -10.09" lumo_energy_ev="0.66 / -2.99"
C -0.22073 0.05139 0.45660
C 1.15743 1.05191 -1.20772
C 1.55877 -1.42741 1.74952
C 0.50901 -0.22737 -0.86846
C 0.21750 -0.67504 1.72515
N -2.53083 0.48866 -1.93377
O -3.93616 1.98081 -0.54908
O -1.06768 0.92732 0.41194
S -2.66048 1.75445 -1.15191
H 2.01368 1.05405 -0.58534
H 0.49666 1.80410 -0.68115
H 1.56316 1.09600 -2.20826
H 1.69849 -1.87045 0.66937
H 1.51836 -2.23073 2.51917
H 2.47713 -0.76290 1.82700
H 1.16566 -1.05249 -0.92374
H -0.32907 -0.40437 -1.64043
H 0.18201 0.04140 2.53196
H -0.50257 -1.48425 1.87007
H -3.31036 -0.11507 -2.01093

***

Least stable structure: one)

***

one) 15
Properties=species:S:1:pos:R:3 method="wB97M-V/def2-TZVPD" gap_ev=5.903 charge=-1 homo_ev=-2.40 lumo_energy_ev=3.50
C 0.41885 0.16826 0.94083
C 0.97092 0.67299 -0.34391
O -0.09685 0.67886 -1.33898
C 0.64470 -1.37586 1.25483
O -0.07137 -1.81170 2.26499
H -0.63994 0.33199 1.10819
H 0.79608 0.67950 1.83725
H 1.43158 1.66536 -0.36888
H 1.71218 -0.02764 -0.75897
H 0.20003 1.06807 -2.13895
H 0.45697 -1.86348 0.24673
H 1.77399 -1.43565 1.32446
H -2.22528 -0.20065 -1.66741
H -2.45750 1.00072 -0.85667
O -2.91436 0.44923 -1.50349

***

two) 15
Properties=species:S:1:pos:R:3 method="wB97M-V/def2-TZVPD" gap_ev=6.971 charge=-1 homo_ev=-2.65 lumo_energy_ev=4.32
C 0.74517 -0.20524 0.71195
O 0.19888 -0.86875 -0.32611
C -0.26129 0.44154 1.59924
C -1.64809 0.86225 0.70679
O -1.37064 1.10625 -0.63486
H 1.55497 -0.73372 1.40516
H 1.34315 0.63749 0.05128
H 0.09103 1.40640 1.91958
H -0.57519 -0.21511 2.43204
H -2.12586 -0.12930 0.76634
H -2.27784 1.60523 1.10906
H -0.93662 0.40026 -1.05407
H 1.65635 -2.16669 -2.56492
H 1.76400 -0.63507 -2.85048
O 1.84199 -1.50554 -3.27101

***

Least stable structure: two)

***

one) 15
Properties=species:S:1:pos:R:3 method="wB97M-V/def2-TZVPD" gap_ev=6.307 charge=-1 homo_ev=-2.60 lumo_energy_ev=3.70
C 0.94347 0.08085 0.22726
C -0.12315 0.79348 1.04291
O -0.47185 0.22395 2.32851
C 0.80224 0.36679 -1.28728
O 1.87938 -0.01903 -1.99085
H 1.00332 -0.98474 0.46931
H 1.91246 0.53267 0.46382
H 0.13386 1.83778 1.21821
H -1.06417 0.86560 0.47927
H -0.13057 -0.67435 2.28764
H -0.12301 -0.18119 -1.62242
H 0.61664 1.46722 -1.34884
H -1.96489 -0.94310 -1.23684
H -1.86002 -1.10707 0.27753
O -2.45868 -1.26150 -0.45575

***

two) 15
Properties=species:S:1:pos:R:3 method="wB97M-V/def2-TZVPD" gap_ev=7.708 charge=-1 homo_ev=-3.51 lumo_energy_ev=4.20
C 0.72259 0.50102 1.01525
C -0.69507 -0.07624 1.22819
O -1.80710 0.82039 1.02349
C 1.43181 -0.29030 -0.15727
O 0.59551 -0.80476 -1.06502
H 0.74409 1.56921 0.74419
H 1.17253 0.42671 2.02342
H -0.86391 -0.64817 2.14606
H -0.80639 -0.81298 0.43394
H -1.80201 1.00578 0.07808
H 2.13261 -1.08065 0.30823
H 2.09927 0.49413 -0.53866
H -1.20529 0.36194 -2.57385
H -0.40769 -0.87687 -2.09407
O -1.31097 -0.58920 -2.57200

***

Least stable structure: one)

***

one) 18
Properties=species:S:1:pos:R:3 method="wB97M-V/def2-TZVPD" gap_ev="6.141 / 7.555" charge=+1 multiplicity=2 homo_ev="-12.74 / -14.18" lumo_energy_ev="-6.60 / -6.62"
C -0.99287 1.52356 2.67334
N 0.03379 0.99355 1.69750
C -0.12085 -0.24023 1.16692
C -0.61393 -0.32224 -0.19352
N 0.25070 0.35348 -1.23120
C 1.01628 -1.38752 -3.06865
H -0.73090 1.29415 3.69131
H -1.94924 1.09889 2.39619
H -1.02305 2.60035 2.60207
H 0.87488 0.73713 2.22194
H 0.57234 -0.98395 1.57137
H 1.98950 -0.96006 -3.29268
H -0.71698 -1.33947 -0.59331
H -1.59093 0.16633 -0.22845
H 1.15579 0.49347 -0.78486
H 0.21682 -1.15804 -3.76352
H 1.10781 -2.45078 -2.86162
H 0.52082 -0.41861 -2.00284

***

two) 18
Properties=species:S:1:pos:R:3 method="wB97M-V/def2-TZVPD" gap_ev="4.022 / 8.238" charge=+1 multiplicity=2 homo_ev="-7.73 / -12.01" lumo_energy_ev="-3.71 / -3.78"
C -1.38869 0.03719 -0.02828
C 0.02143 0.65439 0.22497
C 1.02230 -0.49157 0.37001
C 0.96093 -1.82187 0.04405
N 2.34816 0.11540 -0.19015
N -2.61533 1.08637 -0.13907
H -1.47570 -0.43295 -0.99306
H -1.67412 -0.71695 0.69420
H 0.39476 1.43857 -0.48548
H -0.08187 1.32295 1.11433
H 1.82305 -2.43420 -0.25031
H 0.00519 -2.33699 0.13395
H 2.39478 0.90117 0.45582
H 2.17058 0.63058 -1.09229
H 3.01686 -0.62124 -0.36834
H -3.38798 0.65788 -0.70582
H -3.08087 1.27732 0.76491
H -2.34630 1.95359 -0.61748

***

Least stable structure: one)

***

one) 45
Properties=species:S:1:pos:R:3 method="wB97M-V/def2-TZVPD" gap_ev="6.409 / 7.237" charge=0 multiplicity=5 homo_ev="-6.31 / -7.32" lumo_energy_ev="0.10 / -0.08"
H 0.22959 3.12178 0.72236
N 0.44998 1.58089 -0.71910
B -0.46286 0.20250 -2.70919
N -0.01153 1.52843 -2.03290
C -0.12129 2.78581 -2.50071
Fe 1.59420 0.45018 0.15313
H -0.30265 2.96805 -3.55169
C 0.07632 3.66787 -1.43961
H 0.05112 4.73223 -1.48299
C 0.29832 2.87496 -0.31938
H -0.46766 0.34559 -3.90924
C -1.82331 -1.68617 2.51768
H -2.13584 -2.70702 2.71899
H -0.72687 -1.69636 2.34641
H -2.29243 -1.32291 1.59389
N -1.96782 -0.22225 -2.32245
N 0.64899 -0.79870 -2.32895
N -2.41510 -0.45346 -1.03952
N 1.22922 -0.88065 -1.06102
C -3.01885 -0.32880 -3.17745
C 1.12664 -1.81166 -3.08165
H -2.86042 -0.19237 -4.23875
H 0.89568 -1.85564 -4.13118
C -4.16380 -0.60861 -2.45135
C 1.85837 -2.67315 -2.25590
C -3.74280 -0.67642 -1.11196
C 1.81323 -2.12504 -0.96878
H -5.16726 -0.74308 -2.82362
H 2.30805 -3.60175 -2.54957
H -4.36792 -0.86907 -0.24344
H 2.00049 -2.57503 0.00511
H -2.01232 -0.98664 3.31237
C 0.68766 0.06262 4.31622
Si 1.36940 0.28501 2.54609
C 2.03493 2.04744 2.42018
C 2.62322 -1.06872 2.17017
H -0.11973 0.78975 4.52245
H 1.49632 0.24395 5.05425
H 0.28963 -0.95254 4.49521
H 2.79459 2.16841 3.19984
H 2.48250 2.28528 1.43644
H 1.20314 2.74740 2.59863
H 3.40175 -1.03344 2.93483
H 2.11860 -2.04300 2.20773
H 3.09850 -0.97566 1.17839

***

two) 45
Properties=species:S:1:pos:R:3 method="wB97M-V/def2-TZVPD" gap_ev="6.168 / 9.053" charge=0 multiplicity=5 homo_ev="-6.33 / -9.04" lumo_energy_ev="-0.16 / 0.01"
H 0.26360 3.24360 0.78725
N -0.17973 1.59430 -0.55078
B -0.53017 0.23573 -2.69060
N -0.15804 1.53522 -1.93730
C 0.19504 2.72353 -2.45384
Fe -0.62965 -0.24937 0.61387
H 0.25961 2.87537 -3.51941
C 0.42105 3.60965 -1.38934
H 0.73024 4.62260 -1.44865
C 0.16166 2.86360 -0.22882
H -0.46804 0.37057 -3.88290
C -1.14157 -1.69117 1.63887
H -1.19658 -1.60500 2.72650
H -0.51074 -2.53853 1.35696
H -2.14280 -1.96818 1.28436
N -1.95127 -0.16117 -2.22778
N 0.43912 -0.85660 -2.18373
N -2.22714 -0.34090 -0.87699
N 0.52896 -1.16324 -0.82853
C -3.05945 -0.34526 -2.96330
C 1.29105 -1.61590 -2.88427
H -3.03947 -0.23976 -4.03537
H 1.36670 -1.52576 -3.95677
C -4.11364 -0.66684 -2.08672
C 1.97027 -2.45808 -1.98737
C -3.54007 -0.65132 -0.80028
C 1.45167 -2.14951 -0.72330
H -5.11661 -0.87842 -2.34770
H 2.71922 -3.17818 -2.20425
H -4.07291 -0.86636 0.12605
H 1.75381 -2.59864 0.22238
H -1.44304 0.56901 1.73164
C 0.44965 -0.09135 4.17848
Si 0.91893 0.12173 2.32660
C 1.91805 1.77094 2.30997
C 2.54565 -0.90966 2.13555
H -0.36831 0.58367 4.46119
H 1.27188 0.12655 4.88152
H 0.10299 -1.10701 4.40705
H 2.79637 1.75732 2.98294
H 2.33151 1.93150 1.30729
H 1.30216 2.65617 2.53234
H 3.33436 -0.61471 2.85254
H 2.38943 -1.99779 2.20140
H 2.97626 -0.72234 1.14326

***

Least stable structure: one)

***

one) 44
Properties=species:S:1:pos:R:3 method="wB97M-V/def2-TZVPD" gap_ev=9.399 charge=-1 homo_ev=-6.83 lumo_energy_ev=2.57
O 0.26149 2.96576 2.56587
H -0.48452 -0.96146 -0.03341
H 2.97645 -1.77647 0.24126
O -3.33418 -2.78533 1.30111
H -2.54011 -2.69891 0.90455
H -1.90720 0.82527 1.22411
O 3.12200 -0.98042 -0.18041
H -1.26547 1.63282 2.47715
H -1.45363 -5.17847 -1.90560
O 4.29320 -2.84956 -2.44488
H 2.67948 1.47053 -1.37859
H 3.56486 -3.28717 -2.27969
O 1.06975 1.93052 0.29229
H 0.46606 1.15110 0.21457
H 1.20223 -0.62685 4.34515
O -0.56365 1.93267 -1.49822
H -3.62705 -1.97345 1.83654
H -1.18439 2.49561 -1.14385
O -1.74633 1.72774 -4.70934
H 1.27418 2.18323 -0.60263
H 0.25285 2.96556 1.63802
O -0.00506 -1.77584 -0.08545
H -1.72406 1.47127 -3.72937
H 0.50429 3.87730 2.87211
O -1.40431 0.35932 0.13017
H 0.47071 0.92288 4.03593
H 3.10771 -0.25400 0.45551
O 2.42795 0.62577 -1.78883
H 4.09928 -1.99878 -2.08534
O 1.82027 -1.21445 1.90721
H 1.37288 -0.59178 2.46935
H 1.69479 0.84811 -2.29616
O -3.78979 1.66775 -0.16527
H -2.87847 1.62994 -0.63002
H -3.44226 1.64514 0.82360
O 1.09515 0.35045 4.49626
H -1.56183 2.65283 -4.72651
H 0.93803 -1.38149 -0.19269
O -1.01380 -4.23814 -1.73869
H -0.90926 1.02712 -1.10521
H 1.16815 -0.98801 1.26634
O -2.12358 1.40372 2.15463
H -0.88703 -3.90989 -2.59910
H -2.01576 -0.29193 -0.33245

***

two) 44
Properties=species:S:1:pos:R:3 method="wB97M-V/def2-TZVPD" gap_ev=8.053 charge=-1 homo_ev=-6.10 lumo_energy_ev=1.95
O -1.19981 -2.69975 -2.96712
H -1.57001 -3.59950 -3.00229
H -3.03975 1.67898 -4.13955
O 3.29313 -1.26948 2.52259
H 2.89623 -0.61712 3.10678
H 1.60946 0.66097 -1.37916
O -2.67594 2.35113 -3.55942
H -0.74906 1.99735 0.58565
H 5.12203 -2.16803 -0.47221
O 1.99219 3.94327 -1.79393
H 0.15090 -1.75560 -2.68805
H 2.02150 2.99637 -1.51687
O 1.17847 -2.81957 -0.35317
H 1.10525 -2.80716 -1.35045
H -0.38813 3.07659 2.57575
O -0.26591 -1.13083 1.54696
H -3.32464 -0.33893 1.52692
H -0.77935 -0.65997 0.87307
O -1.26503 1.55370 -0.21289
H 1.19737 -1.85653 -0.37135
H 2.62734 -1.95141 2.39368
O -0.67271 5.24633 1.68842
H -0.75709 4.28915 1.92831
H -1.65746 -2.42557 -2.14187
O 0.75508 -1.19344 -2.15746
H 1.59541 -0.98220 -2.56603
H -1.73881 2.17141 -3.47000
O -3.14392 -1.20052 1.92614
H 1.32867 3.85296 -2.48190
O -1.13625 0.86032 3.73879
H -1.13603 1.54124 2.83327
H -2.18849 -1.33757 1.99064
O -1.24387 -5.47766 1.13402
H -1.33362 -4.55420 0.84711
H -0.76694 -5.32930 1.95618
O -0.91647 2.57117 1.95105
H -2.12637 1.99410 -0.29090
H -0.93403 5.47944 0.78994
O 4.59529 -1.70008 -1.13759
H 0.01489 -0.38239 2.10001
H -1.92523 0.95761 4.26990
O 1.27216 1.39989 -1.88577
H 3.78951 -2.07704 -0.74780
H 0.39009 1.71186 -1.59945

***

Least stable structure: one)